Molecular formula: C35H53CaN2PS2
Method: DFT, ωB97M-V/def2-TZVPD

The total charge is 0. The HOMO-LUMO gap comes out at 7.64 eV. Its spin multiplicity is 1. Its calculated total energy is -3290.43397 Ha. The maximum force comes out at 0.514 eV/A. Its energy relative to the best compared isomer or geometry (same formula, charge and spin) is 33.17 kJ/mol.

Element x y z (Å)
Ca (-0.183, 0.965, 0.734)
C (-2.436, -0.246, -1.421)
N (-2.381, 0.213, -0.025)
C (-2.688, -0.877, 0.914)
C (-1.528, -1.862, 1.017)
N (-0.405, -1.303, 1.798)
C (0.838, -2.028, 1.500)
C (-0.691, -1.326, 3.232)
C (-0.886, -2.562, 3.845)
C (-1.143, -2.658, 5.199)
C (-1.208, -1.489, 5.949)
C (-1.016, -0.263, 5.345)
C (-0.747, -0.139, 3.972)
S (-0.505, 1.475, 3.306)
C (-3.213, 1.399, 0.105)
C (-4.531, 1.279, 0.527)
C (-5.354, 2.390, 0.606)
C (-4.847, 3.630, 0.242)
C (-3.539, 3.747, -0.192)
C (-2.683, 2.644, -0.278)
S (-1.028, 2.878, -0.888)
H (-3.423, -0.673, -1.640)
H (-1.667, -0.993, -1.618)
H (-2.254, 0.605, -2.073)
H (-3.584, -1.436, 0.614)
H (-2.872, -0.441, 1.899)
H (-1.152, -2.114, 0.022)
H (-1.905, -2.786, 1.467)
H (0.742, -3.110, 1.653)
H (1.629, -1.654, 2.148)
H (1.121, -1.866, 0.455)
H (-0.833, -3.468, 3.251)
H (-1.288, -3.625, 5.661)
H (-1.410, -1.535, 7.012)
H (-1.070, 0.646, 5.929)
H (-4.921, 0.308, 0.807)
H (-6.376, 2.286, 0.946)
H (-5.474, 4.511, 0.297)
H (-3.144, 4.714, -0.476)
C (2.250, 4.720, 1.084)
C (2.009, 3.367, 1.757)
C (2.649, 3.320, 3.142)
C (2.470, 2.213, 0.869)
C (2.965, 1.023, 1.408)
C (3.473, 0.020, 0.595)
C (3.489, 0.151, -0.789)
C (4.115, -0.909, -1.649)
C (2.918, 1.296, -1.335)
C (2.417, 2.309, -0.526)
H (2.048, 5.523, 1.793)
H (1.593, 4.873, 0.228)
H (3.286, 4.814, 0.749)
H (0.926, 3.274, 1.904)
H (3.736, 3.231, 3.071)
H (2.261, 2.492, 3.734)
H (2.418, 4.237, 3.684)
H (2.990, 0.894, 2.482)
H (3.894, -0.870, 1.051)
H (3.406, -1.710, -1.862)
H (4.974, -1.358, -1.150)
H (4.451, -0.501, -2.602)
H (2.895, 1.421, -2.412)
H (2.002, 3.191, -0.991)
C (-1.316, -4.841, -2.117)
C (-0.997, -3.910, -3.287)
C (-2.276, -3.207, -3.739)
P (0.373, -2.727, -2.835)
C (0.547, -1.792, -4.446)
C (1.991, -1.479, -4.831)
C (-0.233, -0.475, -4.341)
C (1.865, -3.852, -2.836)
C (1.841, -5.014, -3.826)
C (2.204, -4.322, -1.417)
H (-2.050, -5.591, -2.420)
H (-1.745, -4.277, -1.284)
H (-0.441, -5.371, -1.746)
H (-0.640, -4.512, -4.127)
H (-2.721, -2.628, -2.929)
H (-3.011, -3.956, -4.045)
H (-2.117, -2.544, -4.587)
H (0.103, -2.409, -5.235)
H (2.514, -0.967, -4.019)
H (2.000, -0.809, -5.693)
H (2.562, -2.368, -5.100)
H (0.167, 0.147, -3.536)
H (-1.292, -0.623, -4.137)
H (-0.152, 0.091, -5.272)
H (2.676, -3.187, -3.140)
H (1.136, -5.791, -3.522)
H (2.829, -5.479, -3.880)
H (1.572, -4.691, -4.833)
H (1.366, -4.820, -0.927)
H (2.497, -3.484, -0.783)
H (3.036, -5.030, -1.439)